1.
The following is a quantum chemistry calculation of a 2-piece molecular cluster, H4O2 overall at a distorted geometry, from OMol25.

```
6
Properties=species:S:1:pos:R:3:nbo_charge:R:1
O -0.1065 1.4340 0.5765 -0.96
O -0.0785 -0.7830 -0.9024 -0.93
H -0.8292 -1.4372 -0.9367 0.48
H 0.0276 0.5834 0.1369 0.48
H 0.4955 1.4506 1.3480 0.46
H 0.4911 -1.2477 -0.2223 0.47
```

Calculated values
Orbital gap   11.33 eV
SMILES   O.O
ΔE to the lowest compared entry with this formula, charge and spin   0.270 eV

***

2.
The following is a quantum chemistry calculation of C8H19NO as an isolated structure at a distorted geometry, from OMol25.

```
29
Properties=species:S:1:pos:R:3:nbo_charge:R:1
O -0.4403 -1.5499 -0.4005 -0.78
N -0.8818 2.2263 2.1052 -0.82
C -0.8162 1.2884 1.1055 0.40
C 2.5133 -1.0339 -0.5754 -0.64
C 0.0307 1.7282 -0.0585 -0.67
C 0.2303 -0.2444 1.9650 -0.92
C -2.1581 0.7029 0.7548 -0.68
C -0.7047 -1.5423 -2.7513 -0.65
C 1.5259 -1.1459 -1.7014 -0.35
C 0.2152 -1.4116 -1.5650 0.34
H 3.5101 -1.3235 -0.9132 0.22
H 0.0034 -1.0683 0.5550 0.52
H -1.1867 -2.5207 -2.7306 0.22
H -2.7041 0.4038 1.6491 0.21
H 0.7816 -1.1863 1.9559 0.25
H 2.2459 -1.6810 0.2627 0.21
H -2.7450 1.4557 0.2214 0.22
H -0.1724 -1.4236 -3.6919 0.21
H -1.4655 2.0060 2.8999 0.38
H 1.9081 -1.0029 -2.7026 0.20
H -0.0160 2.6831 2.3571 0.38
H 2.5981 -0.0108 -0.1889 0.20
H -0.4747 -0.3568 2.7893 0.20
H 1.0061 2.0821 0.2747 0.21
H 0.1653 0.9223 -0.7738 0.25
H -2.0303 -0.1574 0.1023 0.26
H 1.0346 0.4019 2.3201 0.21
H -1.4974 -0.7936 -2.6958 0.21
H -0.4755 2.5525 -0.5689 0.22
```

Calculated values
Orbital gap   8.57 eV
ΔE to the lowest compared entry with this formula, charge and spin   3.543 eV

***

3.
The following is a quantum chemistry calculation of a 2-piece molecular cluster, C4H9NO2 overall, from OMol25.

```
16
Properties=species:S:1:pos:R:3:nbo_charge:R:1
O -0.8856 0.3055 -0.6151 -0.74
O -1.9174 -1.2295 -1.7309 -0.52
N 1.1168 0.2265 1.3046 -0.45
C -1.1187 -0.9920 -0.7034 0.40
C -2.3945 -0.1703 -2.5791 -0.29
C 2.2270 1.0923 1.6698 -0.43
C 1.0896 -0.9558 1.7581 -0.03
H 0.2533 -1.6141 1.4953 0.21
H 1.9112 -1.3224 2.3849 0.14
H -3.0180 0.5263 -2.0130 0.19
H -2.9685 -0.6729 -3.3596 0.19
H -1.5655 0.3860 -3.0216 0.19
H 3.0092 0.5594 2.2346 0.18
H 2.6617 1.5186 0.7565 0.21
H -0.2379 0.4298 0.1296 0.53
H 1.8376 1.9126 2.2891 0.21
```

Calculated values
Orbital gap   9.66 eV
ΔE to the lowest compared entry with this formula, charge and spin   3.615 eV

***

4.
The following is a quantum chemistry calculation of one molecule with the formula C2H7N5 at a distorted geometry, from OMol25.

```
14
Properties=species:S:1:pos:R:3:mulliken_spin:R:1
N -1.1538 -1.4590 -1.0100 0.19
N 0.1869 1.3372 0.4350 0.23
N 1.7866 0.0236 -0.6974 0.03
N 0.4574 0.4526 -0.6298 0.04
N -0.2243 -0.9303 -0.1352 0.14
C -0.6631 -0.5959 1.1095 0.62
C -0.4088 0.6447 1.4921 0.79
H -0.8126 -1.8278 -1.9253 -0.04
H 2.2254 0.5621 -1.4038 -0.01
H -1.7395 -0.7063 -1.4694 -0.02
H -1.1751 -1.3789 1.6142 0.01
H 0.0300 2.2568 0.0884 0.01
H -0.4534 0.8914 2.6088 0.00
H 2.2842 0.4108 0.1916 0.00
```

Calculated values
Orbital gap (spin up / spin down)   5.07 / 8.55 eV
Multiplicity   3
ΔE to the lowest compared entry with this formula, charge and spin   1.491 eV

***

5.
The following is a quantum chemistry calculation of C6H8LiO6Tl as an isolated structure at a distorted geometry, from OMol25.

```
22
Properties=species:S:1:pos:R:3:nbo_charge:R:1
Tl -3.0012 2.9826 -3.3472 0.83
O 2.1019 -0.0487 1.7657 -0.60
O 3.2360 -0.7372 -0.0400 -0.52
O -2.6145 0.7924 -3.5359 -0.79
O -1.6843 1.9710 -1.8889 -0.83
O -1.2342 -0.2222 -2.1455 -0.52
O 1.4597 -1.9160 0.6285 -0.73
C 3.8005 0.5250 0.3061 -0.10
C -0.5170 -0.2148 -0.8851 -0.12
C 0.0119 -1.5920 -0.5953 -0.51
C -1.8405 0.9145 -2.5515 0.96
C 2.7548 1.1157 1.2567 -0.10
C 2.5214 -1.2021 1.0277 0.65
Li 0.0514 -1.4086 1.8516 0.92
H 0.2811 0.5373 -0.9353 0.19
H 3.1978 1.6713 2.0910 0.19
H -0.7814 -2.3472 -0.7205 0.19
H 3.9491 1.1025 -0.6118 0.20
H 2.0306 1.7545 0.7322 0.18
H 4.7700 0.3738 0.8036 0.17
H 0.7105 -1.8773 -1.3977 0.21
H -1.2172 0.1151 -0.0985 0.15
```

Calculated values
Orbital gap (spin up / spin down)   5.93 / 5.90 eV
ΔE to the lowest compared entry with this formula, charge and spin   3.172 eV

***

6.
The following is a quantum chemistry calculation of C30H47BrHfN4OP2 as an isolated structure at a distorted geometry, from OMol25.

```
86
Properties=species:S:1:pos:R:3:lowdin_charge:R:1
Hf -1.2275 0.5716 -0.7293 1.70
Br 2.0993 1.7777 -0.6838 1.04
P -0.9526 -1.9609 -1.4752 0.88
P 4.7575 -0.7214 -0.7846 1.04
O -2.4096 -0.0245 0.9666 -0.12
N -6.3125 4.5709 -5.7308 0.14
N 0.2433 3.5148 1.5414 0.18
N -1.9472 0.5082 3.2355 0.01
N -0.8715 1.5040 1.4039 0.08
C 5.0090 1.1005 -0.6824 -0.51
C -1.6470 2.5245 -1.5862 -0.21
C 4.8705 -2.0350 -3.1852 -0.15
C -3.7944 -1.8206 -1.3242 -0.13
C -0.3236 2.9342 -1.3415 -0.18
C -2.6087 -2.2427 -2.2062 -0.39
C 0.5758 1.6043 -3.2240 0.01
C -0.4772 2.5576 2.1631 -0.30
C -3.1925 1.3667 -3.1852 -0.03
C -1.8227 1.5681 -2.7054 -0.36
C -5.1001 2.5906 -5.0973 0.02
C 6.3869 1.5707 -1.0470 -0.13
C -5.6474 4.2118 -3.4441 0.04
C 0.2228 -2.6245 -2.7428 -0.35
C -2.3742 -0.7392 3.9193 0.06
C 0.7323 2.2769 -1.9944 -0.52
C 3.6430 -1.1545 0.5809 -0.45
C -0.7044 1.0971 -3.4691 -0.04
C -1.4653 1.5233 4.0408 0.08
C -0.7382 -3.3113 -0.2342 -0.37
C -1.7889 0.6599 1.9074 -0.42
C 4.5967 -1.7670 1.6239 -0.16
C -5.7534 3.4050 -6.0323 -0.07
C -0.8864 2.6350 3.4931 0.07
C -0.0615 -2.1422 -4.1518 -0.12
C -6.2733 4.9570 -4.4595 -0.06
C 3.9652 -1.0885 -2.3897 -0.42
C -1.7747 -4.4343 -0.2024 -0.10
C -4.9789 2.9898 -3.7409 -0.16
C -4.1917 2.2047 -2.7660 0.06
H 2.9801 -1.5275 -2.1867 0.03
H -3.6941 -2.1520 -0.2778 0.07
H -0.6821 -2.8148 0.7454 0.07
H 1.2325 -2.3136 -2.4310 0.06
H -1.5833 -1.5139 3.9132 0.13
H -2.0614 -4.8142 -1.1918 0.08
H 0.1688 -3.7260 -2.6804 0.12
H 3.1619 -0.2451 0.9543 0.02
H 5.0484 -1.0008 2.2636 0.08
H -5.5931 4.6232 -2.4363 0.12
H -2.6923 -4.1404 0.3203 0.08
H -0.9771 0.5339 -4.3622 0.14
H 0.8882 3.1391 0.8178 0.01
H -4.4181 2.3721 -1.6999 0.14
H 0.2501 -3.7472 -0.4453 0.09
H -0.7098 3.5469 4.0544 0.16
H 0.6316 4.2526 2.0929 0.14
H -0.1335 3.7602 -0.6314 0.13
H -1.0643 -2.4235 -4.4956 0.08
H 4.2714 1.4983 -1.3902 -0.05
H -2.6776 -3.3180 -2.4369 0.10
H 6.4427 2.6425 -0.8856 0.08
H 4.5179 -2.1541 -4.2121 0.08
H 2.8690 -1.8575 0.2437 0.07
H -1.6375 1.4021 5.1161 0.17
H 0.0322 -1.0566 -4.2363 0.03
H -3.2562 0.8702 -4.1599 0.14
H -2.6649 -1.6875 -3.1620 0.08
H 3.8153 -0.1363 -2.9142 0.07
H 4.1000 -2.4925 2.2691 0.08
H 4.7400 1.3886 0.3410 0.07
H 4.9282 -3.0228 -2.7202 0.08
H -1.3614 -5.2851 0.3540 0.11
H 5.4336 -2.2767 1.1290 0.06
H -5.8132 3.1540 -7.0926 0.14
H -3.9462 -0.7274 -1.3194 0.04
H -2.5704 -0.5163 4.9784 0.12
H 7.1437 1.0912 -0.4365 0.08
H -3.3051 -1.1028 3.4830 0.11
H -4.6479 1.6968 -5.5068 0.11
H -6.7103 5.9270 -4.2163 0.14
H 0.6595 -2.5831 -4.8524 0.11
H 1.3651 1.4904 -3.9626 0.16
H 6.6021 1.3882 -2.0936 0.08
H -4.7299 -2.2547 -1.7193 0.11
H 5.8952 -1.6597 -3.2197 0.08
H -2.5271 3.0224 -1.1258 0.15
```

Calculated values
Orbital gap (spin up / spin down)   2.41 / 2.36 eV
Net charge   +4
ΔE to the lowest compared entry with this formula, charge and spin   2.220 eV